*A*
Density functional theory data (ωB97M-V with the def2-TZVPD basis set) for C16H26O5 in the gas phase.

Each line ends with the natural charge from an NBO analysis.
Element x y z (Å)
C1 -1.78 2.74 3.22  -0.26
O1 -0.65 3.61 2.90  -0.55
C2 -0.31 3.64 1.56  0.37
C3 1.01 2.79 1.57  -0.45
C4 1.52 2.49 0.11  0.08
O2 1.83 3.72 -0.55  -0.73
C5 0.58 1.74 -0.80  -0.44
C6 0.06 0.29 -0.37  0.06
O3 -1.03 0.24 0.56  -0.75
C7 -0.21 -0.60 -1.56  0.09
C8 -1.70 -0.53 -2.09  -0.61
O4 -0.03 -2.02 -1.33  -0.55
C9 1.18 -2.62 -1.26  -0.07
C10 1.01 -4.11 -1.12  -0.04
C11 0.32 -4.63 0.00  -0.18
C12 0.11 -5.98 0.20  -0.22
C13 0.48 -6.91 -0.69  -0.21
C14 1.37 -6.49 -1.68  -0.20
C15 1.52 -5.10 -2.00  -0.21
O5 -0.14 5.02 1.18  -0.56
C16 -1.33 5.75 1.10  -0.26
H1 -1.47 1.70 3.17  0.18
H2 -2.62 2.91 2.56  0.17
H3 -2.13 2.93 4.24  0.20
H4 -1.03 3.16 0.94  0.15
H5 0.72 1.87 2.15  0.22
H6 1.75 3.35 2.19  0.24
H7 2.44 2.02 0.09  0.18
H8 1.14 4.35 -0.41  0.48
H9 -0.25 2.46 -1.10  0.21
H10 1.21 1.62 -1.77  0.23
H11 0.83 -0.15 0.28  0.18
H12 -1.23 -0.70 0.82  0.48
H13 0.46 -0.27 -2.31  0.17
H14 -2.36 -0.54 -1.24  0.22
H15 -1.80 0.45 -2.61  0.21
H16 -2.04 -1.34 -2.65  0.23
H17 1.75 -2.49 -2.26  0.16
H18 1.76 -2.34 -0.37  0.17
H19 0.04 -3.92 0.83  0.20
H20 -0.37 -6.19 1.05  0.20
H21 0.28 -7.98 -0.69  0.22
H22 1.91 -7.27 -2.21  0.21
H23 2.12 -4.66 -2.84  0.21
H24 -1.51 6.28 2.04  0.18
H25 -1.13 6.55 0.34  0.19
H26 -2.26 5.18 0.80  0.17

The value obtained for the HOMO energy is -9.1 eV. Its structure (SMILES) is COC(C[C@H](O)C[C@@H](O)[C@H](C)OCc1ccccc1)OC.

*B*
Density functional theory data (ωB97M-V with the def2-TZVPD basis set) for C16H26O5 in the gas phase.

Each line ends with the natural charge from an NBO analysis.
Element x y z (Å)
C1 -4.61 -2.29 -1.46  -0.27
O1 -3.98 -2.45 -0.20  -0.54
C2 -3.48 -1.27 0.38  0.39
C3 -2.45 -0.54 -0.48  -0.48
C4 -1.74 0.56 0.32  0.13
O2 -2.60 1.65 0.56  -0.77
C5 -0.47 1.08 -0.39  -0.26
C6 -0.80 1.67 -1.76  -0.62
C7 0.23 2.11 0.52  0.10
O3 -0.40 3.36 0.52  -0.73
C8 1.69 2.33 0.11  -0.07
O4 2.39 1.12 0.26  -0.54
C9 3.75 1.24 -0.08  -0.09
C10 4.47 -0.08 0.10  0.05
C11 3.82 -1.18 0.63  -0.24
C12 4.50 -2.38 0.79  -0.20
C13 5.83 -2.48 0.42  -0.23
C14 6.48 -1.38 -0.11  -0.19
C15 5.80 -0.18 -0.27  -0.25
O5 -4.51 -0.36 0.68  -0.58
C16 -5.41 -0.81 1.67  -0.25
H1 -5.28 -1.43 -1.46  0.18
H2 -5.18 -3.20 -1.62  0.20
H3 -3.87 -2.18 -2.26  0.17
H4 -3.01 -1.63 1.31  0.16
H5 -2.96 -0.08 -1.33  0.22
H6 -1.72 -1.27 -0.84  0.23
H7 -1.42 0.13 1.29  0.16
H8 -3.48 1.29 0.73  0.50
H9 0.22 0.24 -0.51  0.23
H10 0.06 2.17 -2.18  0.21
H11 -1.11 0.88 -2.45  0.20
H12 -1.60 2.40 -1.67  0.22
H13 0.25 1.69 1.54  0.16
H14 -1.35 3.18 0.62  0.50
H15 1.75 2.70 -0.93  0.16
H16 2.12 3.11 0.76  0.18
H17 4.23 2.00 0.56  0.18
H18 3.86 1.58 -1.12  0.17
H19 2.78 -1.09 0.91  0.23
H20 3.98 -3.23 1.20  0.21
H21 6.35 -3.42 0.55  0.21
H22 7.52 -1.45 -0.40  0.21
H23 6.31 0.67 -0.68  0.21
H24 -5.86 -1.77 1.38  0.19
H25 -6.19 -0.05 1.75  0.20
H26 -4.90 -0.93 2.63  0.17

The value obtained for the HOMO energy is -9.0 eV. Its structure (SMILES) is COC(C[C@H](O)[C@@H](C)[C@H](O)COCc1ccccc1)OC.

Short version: *B* is the most stable of them.

*A*
Density functional theory data (ωB97M-V with the def2-TZVPD basis set) for C3H4N4O2S in the gas phase.

Each line ends with the natural charge from an NBO analysis.
Element x y z (Å)
C1 -0.30 -0.43 -1.91  -0.10
C2 1.10 -0.68 0.01  -0.09
C3 -0.85 0.82 0.26  -0.11
N1 0.48 -1.02 -2.76  0.05
N2 1.28 -1.65 -3.24  0.09
N3 0.06 -0.15 -0.55  -0.42
N4 -0.66 0.59 1.66  -0.79
O1 1.06 -0.94 2.80  -0.91
O2 1.83 1.20 1.96  -0.92
S1 0.98 0.01 1.79  2.14
H1 -1.29 -0.02 -2.21  0.23
H2 -0.55 1.91 0.21  0.24
H3 -2.04 0.66 0.11  0.23
H4 -1.10 -0.30 1.88  0.37

The value obtained for the HOMO energy is -9.4 eV.

*B*
Density functional theory data (ωB97M-V with the def2-TZVPD basis set) for 3 unconnected molecules or ions with the total composition C3H4N4O2S.

Each line ends with the natural charge from an NBO analysis.
Element x y z (Å)
C1 2.03 0.34 0.51  0.23
C2 1.92 2.79 -2.83  1.02
C3 -0.27 -0.47 0.75  -0.43
N1 0.63 2.33 0.57  -0.08
N2 -0.09 2.64 -0.20  0.26
N3 -0.94 2.76 -1.00  -0.56
N4 1.15 -0.37 0.88  -0.45
O1 1.59 1.85 -3.47  -0.52
O2 2.24 3.65 -2.18  -0.50
S1 3.36 1.03 0.16  0.00
H1 -0.69 0.32 1.42  0.21
H2 -0.64 -0.36 -0.25  0.21
H3 -0.51 -1.44 1.25  0.22
H4 -0.88 3.54 -1.67  0.38

The value obtained for the HOMO energy is -9.0 eV.

Short version: *B* is the most stable of them.

*A*
Density functional theory data (ωB97M-V with the def2-TZVPD basis set) for C3H6N2O2 in the gas phase.

Each line ends with the natural charge from an NBO analysis.
Element x y z (Å)
O1 -0.77 0.01 1.88  -0.78
C1 0.08 0.47 0.50  0.66
O2 1.07 1.34 0.80  -0.70
C2 0.63 -0.76 -0.20  -0.54
C3 -0.15 -0.78 -1.44  -0.01
N1 -0.89 0.25 -1.58  -0.19
N2 -0.78 1.02 -0.48  -0.46
H1 -1.37 -0.73 1.43  0.46
H2 1.57 1.18 1.53  0.49
H3 0.47 -1.61 0.37  0.24
H4 1.71 -0.56 -0.28  0.25
H5 -0.21 -1.61 -2.13  0.20
H6 -1.35 1.76 -0.41  0.39

The value obtained for the HOMO energy is -8.9 eV. Its structure (SMILES) is OC1(O)CC=NN1.

*B*
Density functional theory data (ωB97M-V with the def2-TZVPD basis set) for C3H6N2O2 in the gas phase.

Each line ends with the natural charge from an NBO analysis.
Element x y z (Å)
H1 1.70 1.17 -1.65  0.36
N1 1.20 0.49 -1.08  -0.75
C1 1.65 0.51 0.10  0.42
O1 1.16 -0.24 1.10  -0.48
C2 -0.08 -0.91 0.87  -0.17
C3 -1.14 0.10 0.42  0.66
N2 -1.76 -0.20 -0.77  -0.82
O2 -1.42 1.05 1.11  -0.59
H2 2.45 1.14 0.49  0.16
H3 0.04 -1.74 0.17  0.19
H4 -0.36 -1.29 1.85  0.22
H5 -2.28 0.58 -1.15  0.39
H6 -1.17 -0.66 -1.45  0.40

The value obtained for the HOMO energy is -9.8 eV. Its structure (SMILES) is [H]/N=C/OCC(N)=O.

*C*
Density functional theory data (ωB97M-V with the def2-TZVPD basis set) for a molecular structure, C3H6N2O2.

Each line ends with the natural charge from an NBO analysis.
Element x y z (Å)
C1 1.65 -0.36 1.35  -0.74
C2 0.35 -0.71 0.63  0.76
C3 -1.13 0.24 -0.82  0.64
H1 1.14 -0.20 2.79  0.26
H2 2.49 0.70 1.00  0.29
H3 2.17 -1.50 1.39  0.26
H4 -0.25 2.24 -1.54  0.39
H5 -1.73 1.64 -2.26  0.39
H6 -1.46 -1.37 -0.46  0.37
N1 -0.94 1.32 -1.72  -0.86
N2 -1.87 -0.73 -1.11  -0.70
O1 -0.26 -1.76 0.63  -0.56
O2 -0.16 0.48 0.12  -0.52

The value obtained for the HOMO energy is -9.3 eV.

*D*
Density functional theory data (ωB97M-V with the def2-TZVPD basis set) for 2 unconnected molecules or ions with the total composition C3H6N2O2.

Each line ends with the natural charge from an NBO analysis.
Element x y z (Å)
C1 -1.33 -1.27 1.31  -0.16
C2 0.05 -1.37 0.89  0.11
C3 1.01 1.72 -0.52  -0.45
N1 0.12 0.40 -2.20  0.31
N2 0.38 0.54 -1.02  -0.21
O1 -0.39 -0.50 -2.81  -0.32
O2 -0.22 -0.79 2.08  -0.47
H1 -1.96 -0.50 0.88  0.18
H2 -1.85 -2.11 1.75  0.18
H3 0.71 -2.21 0.77  0.17
H4 1.52 1.47 0.41  0.22
H5 1.73 2.13 -1.24  0.21
H6 0.25 2.48 -0.30  0.21

The value obtained for the HOMO energy (alpha / beta) is -7.9 / -9.1 eV.

Short version: *B* is the most stable of them.

*A*
Density functional theory data (ωB97M-V with the def2-TZVPD basis set) for C20H26N2O5S in the gas phase.

Each line ends with the natural charge from an NBO analysis.
Element x y z (Å)
C1 -2.80 -4.48 -0.32  -0.63
C2 -2.33 -3.36 0.60  -0.08
O1 -3.15 -2.20 0.46  -0.52
C3 -2.87 -1.36 -0.54  0.81
O2 -1.97 -1.54 -1.32  -0.61
C4 -3.85 -0.20 -0.56  -0.32
C5 -3.51 0.80 -1.67  -0.40
C6 -2.19 1.51 -1.37  -0.25
N1 -2.24 2.13 -0.06  -0.67
S1 -0.98 3.19 0.24  2.34
O3 -0.89 4.08 -0.88  -0.94
O4 -1.19 3.73 1.55  -0.94
C7 0.46 2.13 0.26  -0.37
C8 0.83 1.54 1.47  -0.17
C9 1.86 0.61 1.51  -0.07
C10 2.47 0.32 0.30  0.25
C11 2.12 0.92 -0.92  -0.05
C12 1.10 1.84 -0.94  -0.17
C13 3.04 0.38 -1.97  -0.32
C14 3.89 1.45 -2.66  -0.59
C15 3.93 -0.59 -1.18  0.70
O5 4.84 -1.26 -1.59  -0.59
N2 3.51 -0.56 0.12  -0.45
C16 4.04 -1.29 1.25  -0.21
C17 3.86 -0.46 2.52  -0.40
C18 2.38 -0.08 2.73  -0.42
C19 -2.50 1.20 1.01  -0.24
C20 -3.85 0.53 0.79  -0.40
H1 -2.69 -4.18 -1.36  0.22
H2 -3.84 -4.72 -0.12  0.21
H3 -2.19 -5.37 -0.14  0.22
H4 -1.30 -3.09 0.37  0.20
H5 -2.42 -3.64 1.65  0.19
H6 -4.84 -0.62 -0.74  0.24
H7 -4.31 1.54 -1.74  0.22
H8 -3.42 0.29 -2.63  0.23
H9 -2.01 2.32 -2.09  0.24
H10 -1.37 0.79 -1.43  0.20
H11 0.31 1.84 2.36  0.24
H12 0.78 2.35 -1.83  0.24
H13 2.50 -0.19 -2.73  0.25
H14 3.26 2.09 -3.27  0.22
H15 4.63 0.97 -3.30  0.23
H16 4.40 2.06 -1.93  0.21
H17 5.09 -1.51 1.06  0.23
H18 3.50 -2.25 1.35  0.19
H19 4.22 -1.02 3.38  0.22
H20 4.45 0.46 2.43  0.21
H21 2.28 0.57 3.60  0.23
H22 1.80 -0.98 2.92  0.21
H23 -2.49 1.78 1.93  0.24
H24 -1.70 0.43 1.07  0.18
H25 -4.63 1.29 0.78  0.22
H26 -4.05 -0.18 1.60  0.23

The value obtained for the HOMO energy is -8.5 eV. Its structure (SMILES) is CCOC(=O)C1CCN(S(=O)(=O)c2cc3c4c(c2)[C@@H](C)C(=O)N4CCC3)CC1.

*B*
Density functional theory data (ωB97M-V with the def2-TZVPD basis set) for C20H26N2O5S in the gas phase.

Each line ends with the natural charge from an NBO analysis.
Element x y z (Å)
C1 3.44 1.57 2.06  -0.61
C2 3.46 0.10 1.65  -0.23
N1 3.84 -0.05 0.27  -0.70
C3 5.20 -0.45 -0.05  -0.21
C4 5.46 -1.93 0.22  -0.63
S1 2.63 -0.57 -0.75  2.33
O1 1.80 -1.56 -0.11  -0.95
O2 3.22 -0.89 -2.02  -0.94
C5 1.66 0.93 -0.90  -0.32
C6 2.20 2.05 -1.51  -0.21
C7 1.42 3.20 -1.59  -0.17
C8 0.14 3.22 -1.08  -0.23
C9 -0.39 2.09 -0.47  0.15
N2 -1.68 2.01 0.04  -0.61
C10 -2.68 2.93 0.05  0.66
O3 -2.60 4.08 -0.33  -0.59
C11 -3.99 2.36 0.63  -0.18
O4 -3.89 0.97 0.89  -0.53
C12 -4.48 0.12 0.01  0.81
O5 -5.19 0.50 -0.88  -0.58
C13 -4.15 -1.33 0.27  -0.33
C14 -2.86 -1.60 1.08  -0.38
C15 -1.96 -2.34 0.06  -0.28
C16 -2.62 -3.69 -0.12  -0.17
C17 -3.75 -3.50 -0.79  -0.20
C18 -3.85 -2.03 -1.09  -0.25
C19 -2.37 -1.67 -1.25  -0.38
C20 0.39 0.94 -0.38  -0.19
H1 3.15 1.67 3.11  0.21
H2 2.73 2.13 1.45  0.21
H3 4.42 2.02 1.93  0.20
H4 4.15 -0.45 2.30  0.20
H5 2.47 -0.34 1.77  0.22
H6 5.88 0.18 0.52  0.20
H7 5.33 -0.26 -1.12  0.23
H8 4.77 -2.53 -0.36  0.22
H9 5.33 -2.17 1.28  0.20
H10 6.48 -2.19 -0.06  0.22
H11 3.20 2.01 -1.91  0.23
H12 1.82 4.08 -2.06  0.22
H13 -0.47 4.11 -1.15  0.26
H14 -1.92 1.11 0.44  0.42
H15 -4.21 2.87 1.57  0.22
H16 -4.79 2.56 -0.09  0.25
H17 -5.03 -1.77 0.74  0.25
H18 -3.06 -2.22 1.95  0.22
H19 -2.39 -0.68 1.43  0.21
H20 -0.90 -2.36 0.31  0.24
H21 -2.24 -4.60 0.30  0.22
H22 -4.50 -4.22 -1.05  0.22
H23 -4.54 -1.73 -1.88  0.24
H24 -2.18 -0.60 -1.29  0.19
H25 -1.92 -2.15 -2.12  0.23
H26 0.02 0.03 0.08  0.23

The value obtained for the HOMO energy is -9.0 eV. Its structure (SMILES) is CCN(CC)S(=O)(=O)c1cccc(NC(=O)COC(=O)[C@@H]2C[C@H]3C=C[C@@H]2C3)c1.

Short version: *A* is the most stable of them.

*A*
Density functional theory data (ωB97M-V with the def2-TZVPD basis set) for a gas-phase ion, C3H5O3 (charge -1).

Each line ends with the natural charge from an NBO analysis.
Element x y z (Å)
O1 1.57 -1.75 -0.70  -0.78
C1 1.03 -1.32 0.35  0.76
O2 0.69 -1.98 1.36  -0.80
C2 0.60 0.20 0.40  -0.54
C3 -0.72 0.31 -0.30  -0.06
O3 -0.98 1.70 -0.66  -0.75
H1 1.36 0.74 -0.17  0.20
H2 0.62 0.57 1.42  0.20
H3 -0.68 -0.28 -1.21  0.17
H4 -1.57 -0.03 0.29  0.15
H5 -1.90 1.83 -0.78  0.45

The value obtained for the HOMO energy is -3.9 eV. The net charge is -1. Its structure (SMILES) is O=C([O-])CCO.

*B*
Density functional theory data (ωB97M-V with the def2-TZVPD basis set) for 2 unconnected molecules or ions with the total composition C3H5O3.

Each line ends with the natural charge from an NBO analysis.
Element x y z (Å)
O1 -0.65 -2.10 -0.69  -0.74
C1 0.40 -2.13 -1.32  0.64
O2 1.38 -1.32 -1.23  -0.78
H1 0.57 -2.94 -2.07  0.02
C2 -0.85 2.03 1.01  -0.62
C3 -0.18 0.88 0.88  0.21
O3 0.97 0.72 0.23  -0.77
H2 -1.76 2.15 1.59  0.18
H3 -0.36 2.95 0.68  0.18
H4 -0.53 -0.07 1.28  0.16
H5 1.02 -0.18 -0.36  0.51

The value obtained for the HOMO energy is -4.5 eV. The net charge is -1.

Short version: *A* is the most stable of them.

*A*
Density functional theory data (ωB97M-V with the def2-TZVPD basis set) for a molecular structure, C2H2N3P.

Each line ends with the natural charge from an NBO analysis.
Element x y z (Å)
C1 -2.09 0.82 3.83  0.41
C2 -0.83 -0.43 2.29  0.74
N1 -2.91 1.50 4.30  -0.32
N2 -0.46 -0.79 1.18  -0.77
N3 -1.14 0.18 3.24  -0.53
P1 -0.35 0.55 0.13  0.52
H1 -0.94 -0.22 -0.86  -0.04
H2 1.11 0.46 -0.58  -0.02

The value obtained for the HOMO energy is -10.0 eV.

*B*
Density functional theory data (ωB97M-V with the def2-TZVPD basis set) for C2H2N3P in the gas phase.

Each line ends with the natural charge from an NBO analysis.
Element x y z (Å)
C1 -1.87 -0.02 1.08  0.43
C2 1.24 -0.88 -1.41  0.29
N1 -2.52 -0.74 1.70  -0.44
N2 1.25 0.17 -0.90  -0.45
N3 -1.12 0.84 0.48  -1.04
P1 0.25 1.47 0.11  1.06
H1 1.44 -1.80 -1.99  0.27
H2 1.34 0.95 0.92  -0.12

The value obtained for the HOMO energy is -8.8 eV.

Short version: *A* is the most stable of them.